# 1
{"formula": "C2H5FO", "method": "ωB97M-V/def2-TZVPD", "e_tot_ev": -6915.2395, "lumo_energy_ev": [0.84, 0.22], "de_lowest_ev": 4.371, "charge": 0, "homo_ev": [-8.7, -7.2], "symbols": ["C", "C", "O", "F", "H", "H", "H", "H", "H"], "positions_angstrom": [[1.2347, 0.6287, 0.3958], [-1.1129, -0.9631, -0.5509], [0.5011, 1.3633, 1.2386], [-0.2176, -1.8773, -0.9752], [2.1778, 0.2907, 0.7366], [0.8473, 0.7017, -0.6310], [-1.7733, -1.4751, 0.2096], [-1.3371, -0.0871, -1.2241], [-0.3199, 1.4184, 0.8006]]}

***

# 2
{"formula": "C24H27FO3", "method": "ωB97M-V/def2-TZVPD", "e_tot_ev": -34183.9035, "smiles": "CCOC(=O)/C1=C(\\O[C@H](c2ccccc2)c2ccc(F)cc2)CCCCCC1", "lumo_energy_ev": 0.55, "de_lowest_ev": 0.000, "charge": 0, "homo_ev": -8.2, "symbols": ["C", "C", "O", "C", "O", "C", "C", "O", "C", "C", "C", "C", "C", "C", "C", "C", "C", "C", "C", "F", "C", "C", "C", "C", "C", "C", "C", "C", "H", "H", "H", "H", "H", "H", "H", "H", "H", "H", "H", "H", "H", "H", "H", "H", "H", "H", "H", "H", "H", "H", "H", "H", "H", "H", "H"], "positions_angstrom": [[4.4092, -2.3287, 1.5260], [3.6779, -1.0202, 1.3984], [2.2609, -1.3266, 1.3737], [1.4454, -0.2602, 1.5194], [1.8638, 0.8393, 1.8801], [0.0000, -0.6257, 1.2377], [-1.1950, -0.0434, 0.9219], [-1.2586, 0.4685, -0.3273], [0.0156, 1.0300, -0.5703], [-0.2994, 2.5239, -0.4424], [-0.1374, 3.1011, 0.8170], [-0.6253, 4.3809, 1.0661], [-1.2619, 5.1037, 0.0510], [-1.3864, 4.5371, -1.2198], [-0.9129, 3.2465, -1.4679], [0.4890, 0.6128, -1.9390], [1.8609, 0.3895, -2.1465], [2.3611, 0.1839, -3.4292], [1.4625, 0.2117, -4.4929], [1.9580, 0.1149, -5.7691], [0.0913, 0.3738, -4.3173], [-0.3946, 0.5488, -3.0195], [-2.5091, -0.1172, 1.5954], [-3.4712, -1.1380, 0.9631], [-3.0704, -2.5986, 1.1521], [-1.8052, -3.0320, 0.3816], [-0.5534, -3.1586, 1.2454], [-0.2159, -1.9210, 2.0639], [5.4797, -2.1591, 1.3972], [4.2578, -2.7544, 2.5231], [4.0823, -3.0569, 0.7774], [3.8879, -0.3541, 2.2423], [3.9228, -0.5160, 0.4537], [0.8731, 0.9143, 0.0669], [0.3953, 2.5297, 1.5793], [-0.5142, 4.8012, 2.0649], [-1.6593, 6.1006, 0.2483], [-1.8688, 5.0870, -2.0267], [-1.0214, 2.7987, -2.4540], [2.5256, 0.4128, -1.2814], [3.4228, 0.0253, -3.5942], [-0.5892, 0.3847, -5.1629], [-1.4649, 0.6872, -2.8593], [-2.3557, -0.3202, 2.6638], [-2.9740, 0.8812, 1.5264], [-4.4598, -0.9887, 1.4162], [-3.5668, -0.9051, -0.1064], [-2.9619, -2.8246, 2.2220], [-3.9032, -3.2180, 0.7896], [-1.9999, -4.0172, -0.0672], [-1.6121, -2.3459, -0.4556], [-0.6677, -3.9971, 1.9490], [0.3050, -3.3996, 0.6017], [0.6884, -2.1328, 2.6469], [-1.0207, -1.7290, 2.7875]]}

***

# 3
{"formula": "C22H33N3O7P2Sn", "method": "ωB97M-V/def2-TZVPD", "e_tot_ev": -66550.0686, "lumo_energy_ev": -1.52, "de_lowest_ev": 3.620, "charge": 0, "homo_ev": -6.2, "symbols": ["Sn", "P", "P", "N", "H", "C", "H", "H", "H", "C", "H", "H", "H", "C", "H", "H", "H", "C", "H", "H", "H", "C", "H", "H", "H", "C", "H", "H", "H", "C", "C", "C", "C", "C", "C", "H", "H", "H", "H", "H", "C", "O", "C", "H", "H", "H", "C", "H", "H", "H", "O", "C", "O", "C", "C", "C", "C", "C", "C", "N", "O", "O", "N", "O", "O", "H", "H", "H"], "positions_angstrom": [[0.3848, -0.0795, 0.1421], [-1.1845, 1.0811, 2.3499], [0.9791, -1.1297, -2.0845], [-0.5616, 1.2756, -0.7648], [-0.2528, -0.0795, 1.6699], [-0.2860, 2.5612, 2.8779], [-0.6892, 2.9622, 3.8160], [-0.3622, 3.3398, 2.1115], [0.7799, 2.3202, 3.0301], [-1.4938, 0.1114, 3.8343], [-1.9906, 0.6938, 4.6221], [-0.5464, -0.2742, 4.2280], [-2.1303, -0.7506, 3.6054], [-2.8029, 1.6478, 1.7135], [-3.4915, 1.9281, 2.5261], [-3.2464, 0.8332, 1.1302], [-2.6595, 2.5110, 1.0557], [2.4145, -0.2850, -2.7850], [2.7154, -0.8093, -3.7200], [3.2524, -0.2836, -2.0737], [2.1342, 0.7605, -2.9900], [1.5493, -2.8515, -1.9957], [1.9889, -3.0860, -2.9850], [0.7126, -3.5339, -1.7851], [2.3170, -2.9717, -1.2168], [-0.2302, -1.1672, -3.4503], [0.2259, -1.7224, -4.2887], [-0.4847, -0.1409, -3.7506], [-1.1465, -1.6760, -3.1138], [-1.5493, 1.7158, -1.5323], [-2.5712, 3.6283, -2.7280], [-1.4980, 3.0625, -2.0407], [-2.6977, 0.9342, -1.8835], [-3.7741, 1.4685, -2.5911], [-3.7076, 2.8244, -3.0122], [-2.5438, 4.6847, -3.0472], [-0.6008, 3.6530, -1.8509], [-2.7322, -0.1185, -1.5705], [-4.6671, 0.8539, -2.8122], [-4.5599, 3.2662, -3.5599], [3.1844, -0.3387, 1.0309], [2.9832, 0.0486, -0.1269], [3.3077, 0.5001, 2.3039], [3.3666, -0.1735, 3.2509], [2.5105, 1.2809, 2.5395], [4.3569, 0.9947, 2.1316], [3.1556, -1.8451, 1.4708], [3.8256, -2.4228, 0.7409], [2.2062, -2.4310, 1.6061], [3.6538, -1.8390, 2.4780], [-0.4143, -2.4078, 2.8013], [-0.6264, -2.8737, 1.4722], [-0.6228, -2.1200, 0.4262], [-0.7338, -4.3399, 1.3256], [-1.1608, -4.9831, 0.1453], [-1.2111, -6.4063, 0.1615], [-0.8593, -7.1531, 1.2916], [-0.4490, -6.4930, 2.4491], [-0.3966, -5.0905, 2.4530], [-0.0265, -7.2288, 3.6000], [-0.0540, -8.4749, 3.5444], [0.3752, -6.5998, 4.6431], [-1.5712, -7.0868, -1.0459], [-1.8385, -6.3511, -2.0607], [-1.6189, -8.3328, -1.1014], [-1.4584, -4.4231, -0.7358], [-0.8851, -8.2491, 1.2875], [-0.1089, -4.5755, 3.3595]]}

***

# 4
{"formula": "C2H8ClO2", "method": "ωB97M-V/def2-TZVPD", "e_tot_ev": -18821.9712, "lumo_energy_ev": 4.19, "de_lowest_ev": 0.893, "charge": -1, "homo_ev": -4.6, "symbols": ["Cl", "C", "O", "H", "H", "H", "H", "C", "O", "H", "H", "H", "H"], "positions_angstrom": [[14.1752, -14.9085, -29.9915], [14.8509, -12.9591, -27.7410], [13.5816, -13.5976, -27.8986], [15.5475, -13.7611, -27.4969], [15.0947, -12.3988, -28.6436], [14.9120, -12.2676, -26.9007], [13.5456, -14.1417, -28.6887], [15.7096, -17.4760, -29.1797], [14.9938, -16.7230, -28.1779], [15.0416, -17.6186, -30.0291], [16.6852, -17.0718, -29.4496], [15.8331, -18.4549, -28.7164], [14.8098, -15.8605, -28.5572]]}

***

# 5
{"formula": "C42H31N6O6TaTe", "method": "ωB97M-V/def2-TZVPD", "spin_multiplicity": 2, "e_tot_ev": -74123.4282, "lumo_energy_ev": [-3.68, -3.93], "s2": 0.76, "de_lowest_ev": 0.000, "charge": 1, "homo_ev": [-9.6, -10.8], "symbols": ["Ta", "C", "C", "N", "C", "C", "C", "C", "C", "C", "C", "C", "C", "N", "C", "H", "H", "H", "H", "H", "H", "H", "H", "O", "C", "C", "O", "C", "C", "O", "C", "O", "O", "N", "C", "N", "C", "N", "C", "C", "C", "C", "C", "C", "Te", "N", "C", "O", "C", "C", "C", "C", "C", "C", "C", "C", "C", "C", "C", "C", "C", "C", "C", "C", "H", "H", "H", "H", "H", "H", "H", "H", "H", "H", "H", "H", "H", "H", "H", "H", "H", "H", "H", "H", "H", "H", "H"], "positions_angstrom": [[-1.3176, 0.8000, -2.3005], [0.0280, -3.4573, -2.4284], [-0.6113, -2.2595, -2.0990], [-0.5728, -1.1790, -2.8786], [-0.0019, -1.3248, -4.1114], [0.6648, -2.4796, -4.5175], [0.7047, -3.5615, -3.6175], [1.2267, -2.5289, -5.8383], [1.0520, -1.5077, -6.7036], [0.2953, -0.3472, -6.3265], [0.0009, 0.7113, -7.2032], [-0.7654, 1.7557, -6.7565], [-1.2218, 1.7672, -5.4342], [-0.9475, 0.7904, -4.5769], [-0.2058, -0.2563, -5.0279], [-0.0317, -4.2817, -1.7320], [-1.1790, -2.1905, -1.1839], [1.2220, -4.4716, -3.8921], [1.7722, -3.4156, -6.1331], [1.4606, -1.5541, -7.7043], [0.3683, 0.6835, -8.2211], [-1.0215, 2.5835, -7.4013], [-1.8171, 2.5830, -5.0526], [1.2879, 6.4010, -2.1228], [0.7696, 5.3306, -2.1614], [-0.6671, 5.0213, -2.6820], [-1.4763, 5.8153, -3.0673], [-0.7621, 3.5479, -2.5977], [0.3888, 3.0058, -2.1121], [0.4419, 1.6685, -2.0876], [1.4147, 3.9746, -1.7624], [2.5064, 3.7940, -1.2871], [-1.7303, 2.7355, -2.9543], [-3.2498, -0.1893, -2.2466], [-3.6431, -0.8250, -1.3394], [-4.0897, -1.5469, -0.3845], [-3.1316, -2.0879, 0.3434], [-2.2729, -2.5499, 0.9703], [-0.3922, -3.6991, 6.8376], [-0.2727, -3.0635, 5.4825], [0.8096, -3.3302, 4.6566], [0.9451, -2.7496, 3.4009], [2.1399, -3.1497, 2.5693], [-0.0544, -1.8517, 2.9930], [0.3173, -1.2378, 0.9870], [-0.7994, 0.1398, 0.0195], [-1.4830, 1.2120, 0.3953], [-2.0501, 1.7868, -0.6024], [-1.6997, 1.8761, 1.6925], [-2.9191, 2.5186, 1.8999], [-3.1366, 3.2098, 3.0786], [-2.1260, 3.3041, 4.0283], [-0.8982, 2.6986, 3.8030], [-0.6903, 1.9759, 2.6396], [1.9922, -0.0354, 1.4384], [2.2393, 0.3478, 2.7589], [3.3447, 1.1181, 3.0606], [4.2047, 1.5089, 2.0399], [3.9727, 1.0995, 0.7424], [2.8742, 0.3018, 0.4101], [2.7585, -0.1502, -1.0184], [-1.1790, -1.5831, 3.7704], [-2.3289, -0.7054, 3.3831], [-1.2492, -2.1965, 5.0181], [0.3599, -4.4725, 6.9816], [-1.3760, -4.1488, 6.9715], [-0.2638, -2.9539, 7.6243], [1.5755, -4.0216, 4.9879], [2.8056, -3.7676, 3.1682], [2.7274, -2.2992, 2.2206], [1.8496, -3.7467, 1.6997], [-3.6901, 2.4656, 1.1436], [-4.0886, 3.6927, 3.2510], [-2.2917, 3.8672, 4.9371], [-0.1009, 2.7952, 4.5281], [0.2754, 1.5381, 2.4530], [1.5704, 0.0417, 3.5541], [3.5335, 1.4149, 4.0833], [5.0630, 2.1291, 2.2605], [4.6504, 1.4006, -0.0463], [3.6670, -0.6810, -1.3081], [2.6393, 0.7106, -1.6725], [1.9159, -0.8191, -1.2076], [-2.3113, -0.4221, 2.3386], [-2.3368, 0.2064, 3.9825], [-3.2646, -1.2358, 3.5595], [-2.1171, -1.9944, 5.6365]]}

***

# 6
{"formula": "C34H36Cl2F4N4O3V", "method": "ωB97M-V/def2-TZVPD", "spin_multiplicity": 3, "e_tot_ev": -109551.2698, "lumo_energy_ev": [2.30, 2.30], "s2": 2.02, "de_lowest_ev": 0.358, "charge": -1, "homo_ev": [-4.3, -4.3], "symbols": ["V", "C", "C", "N", "C", "C", "C", "C", "N", "C", "C", "F", "C", "F", "C", "C", "F", "C", "F", "H", "H", "H", "H", "H", "H", "H", "H", "H", "H", "H", "H", "H", "H", "H", "C", "C", "O", "H", "H", "H", "C", "C", "C", "C", "C", "C", "N", "H", "H", "H", "H", "H", "H", "H", "H", "Cl", "C", "C", "C", "C", "C", "Cl", "C", "N", "C", "C", "C", "C", "C", "C", "C", "C", "O", "O", "H", "H", "H", "H", "H", "H", "H", "H", "H", "H"], "positions_angstrom": [[1.1111, -0.3703, 1.1532], [0.1651, 2.4355, 3.5788], [-0.7290, 2.0101, 2.4258], [-0.8681, 0.5448, 2.2590], [-1.3434, -0.0103, 3.5434], [-1.9370, -1.4098, 3.4930], [-1.8185, 0.2941, 1.1639], [-1.6742, -1.0830, 0.4997], [-0.3291, -1.6212, 0.6507], [-0.0795, -2.8217, 0.0174], [0.6392, -3.8253, 0.6886], [1.0098, -3.6151, 1.9572], [0.9771, -5.0188, 0.0912], [1.6730, -5.9256, 0.7975], [0.6004, -5.3145, -1.2056], [-0.1242, -4.3556, -1.8779], [-0.5076, -4.5783, -3.1518], [-0.4543, -3.1486, -1.2929], [-1.1110, -2.2494, -2.0643], [1.1379, 1.9453, 3.5424], [-0.2851, 2.2324, 4.5507], [0.3275, 3.5123, 3.5071], [-0.3245, 2.4069, 1.4972], [-1.7358, 2.4408, 2.5611], [-2.1113, 0.6702, 3.9482], [-0.5003, 0.0128, 4.2316], [-2.9204, -1.4137, 3.0221], [-2.0606, -1.7695, 4.5158], [-1.2954, -2.1078, 2.9585], [-1.6278, 1.0559, 0.4104], [-2.8533, 0.4369, 1.5094], [-1.9396, -0.9435, -0.5478], [-2.4055, -1.7906, 0.9113], [0.8705, -6.2494, -1.6724], [2.7041, -1.0860, -1.4917], [2.5647, -1.3986, -0.0081], [3.2686, -2.2784, 0.4653], [3.3853, -1.7878, -1.9809], [3.0790, -0.0645, -1.5975], [1.7232, -1.1019, -1.9765], [3.7220, 1.4245, 1.5389], [3.2358, 0.8023, 2.8108], [3.6859, 1.0315, 4.0899], [2.9709, 0.1488, 4.9420], [2.1202, -0.5743, 4.1389], [1.3123, -1.7782, 4.5067], [2.2520, -0.1653, 2.8319], [4.4423, 2.2090, 1.7750], [2.9322, 1.8943, 0.9482], [4.2259, 0.6848, 0.9094], [4.4506, 1.7417, 4.3684], [3.0972, 0.0169, 6.0068], [0.8194, -1.6535, 5.4742], [1.9457, -2.6673, 4.5651], [0.5544, -1.9914, 3.7576], [-4.2826, -0.3102, -1.7879], [-4.0275, 1.2097, -2.6008], [-4.9883, 2.1880, -2.4540], [-4.8392, 3.4043, -3.1001], [-3.7454, 3.5873, -3.9255], [-2.7990, 2.5889, -4.0885], [-1.5615, 2.8826, -5.2757], [-2.8660, 1.3733, -3.3841], [-1.9317, 0.3731, -3.4457], [-0.5522, 0.5066, -3.7772], [-0.0459, -0.3114, -4.7821], [1.2737, -0.2025, -5.1783], [2.0906, 0.7493, -4.5818], [1.5922, 1.5380, -3.5616], [0.2783, 1.4102, -3.1159], [-0.1828, 2.2567, -1.9567], [0.7786, 2.1618, -0.7678], [1.4394, 3.1339, -0.4345], [0.7430, 1.0289, -0.1547], [-5.8436, 1.9873, -1.8239], [-5.5742, 4.1871, -2.9780], [-3.6167, 4.5056, -4.4814], [-2.2042, -0.5138, -3.0505], [-0.7110, -1.0212, -5.2578], [1.6590, -0.8477, -5.9572], [3.1225, 0.8545, -4.8910], [2.2373, 2.2525, -3.0623], [-1.1698, 1.9399, -1.6180], [-0.2410, 3.3050, -2.2539]]}